Record 1
{
  "formula": "C42H42N6OP2PdS",
  "method": "the ωB97M-V functional and the def2-TZVPD basis",
  "e_lumo_ev": [-8.701, -11.640],
  "multiplicity": 2,
  "s_squared": 0.7531,
  "e_homo_ev": [-14.7, -14.7],
  "charge": 3,
  "energy_ev": -88086.593,
  "gap_ev": [6.00, 3.06],
  "elements": ["Pd", "C", "S", "C", "C", "C", "N", "P", "C", "C", "C", "C", "C", "C", "C", "C", "C", "C", "C", "C", "P", "C", "C", "C", "C", "C", "C", "C", "C", "C", "C", "C", "C", "H", "H", "H", "H", "H", "H", "H", "H", "H", "H", "H", "H", "H", "H", "H", "H", "H", "H", "H", "H", "H", "H", "H", "H", "H", "H", "H", "H", "H", "O", "N", "C", "C", "C", "C", "C", "H", "H", "H", "H", "H", "N", "C", "C", "C", "N", "H", "H", "H", "H", "N", "C", "C", "C", "C", "C", "N", "C", "H", "H", "H", "H"],
  "positions_angstrom": [[1.15026, -0.87651, 0.02975], [-3.44567, 6.10653, 0.94974], [-2.16876, 5.88916, 2.14659], [-1.13013, 4.60857, 1.48776], [-1.55056, 3.23212, 2.06392], [-0.42916, 2.20612, 1.87703], [-0.30784, 1.74430, 0.48723], [1.28289, 1.40286, -0.10373], [2.39179, 2.69308, 0.47723], [2.99387, 2.58657, 1.73727], [3.79047, 3.60483, 2.23305], [4.00051, 4.74452, 1.46729], [3.43234, 4.84864, 0.20504], [2.63950, 3.82780, -0.30070], [1.13633, 1.61200, -1.89338], [1.72574, 0.67525, -2.73950], [1.64429, 0.82180, -4.11784], [0.97379, 1.90577, -4.66127], [0.37049, 2.84132, -3.82600], [0.45593, 2.69644, -2.45453], [-1.05285, 0.25774, -0.11299], [-1.82863, 0.78517, -1.64666], [-2.56659, 1.96509, -1.70632], [-3.27027, 2.28360, -2.85386], [-3.24740, 1.42117, -3.94732], [-2.50351, 0.25261, -3.89701], [-1.79095, -0.06308, -2.74665], [-2.50234, -0.27980, 0.85890], [-2.87377, 0.05043, 2.16104], [-4.04444, -0.45711, 2.71375], [-4.84808, -1.31975, 1.98866], [-4.47318, -1.68301, 0.70175], [-3.31546, -1.16915, 0.14468], [-4.08597, 6.91993, 1.28649], [-4.02234, 5.17747, 0.87557], [-2.99305, 6.34054, -0.01783], [-0.11961, 4.86908, 1.81610], [-1.17232, 4.63108, 0.39825], [-2.46763, 2.89364, 1.57875], [-1.75954, 3.31682, 3.13364], [-0.57503, 1.38159, 2.57159], [0.51386, 2.67243, 2.16377], [2.84020, 1.70502, 2.33888], [4.25580, 3.50744, 3.20514], [4.62457, 5.54348, 1.84667], [3.62599, 5.72131, -0.40505], [2.25629, 3.91068, -1.30560], [2.28517, -0.15787, -2.33374], [2.11326, 0.09340, -4.76582], [0.92190, 2.02730, -5.73545], [-0.16638, 3.68065, -4.24836], [-0.05058, 3.40891, -1.81377], [-2.58283, 2.63634, -0.85337], [-3.84697, 3.19827, -2.90486], [-3.80986, 1.66547, -4.83882], [-2.48014, -0.41352, -4.74954], [-1.18179, -0.96143, -2.71819], [-2.27645, 0.69093, 2.78603], [-4.32190, -0.17483, 3.72101], [-5.75911, -1.71029, 2.42248], [-5.09093, -2.35878, 0.12458], [-3.05556, -1.45724, -0.86683], [-0.89214, -2.49835, 1.00231], [-0.99131, -3.70443, 0.82935], [-0.80334, -4.12565, -0.51507], [-0.61937, -5.62009, -0.74008], [-0.30424, -6.39053, 0.55671], [-0.89407, -5.88329, 1.77405], [-1.17103, -4.57049, 1.90642], [-1.52417, -3.61895, -1.15022], [-1.30913, -6.10497, -1.42321], [-0.44580, -7.46285, 0.46609], [-0.99991, -6.51933, 2.64471], [-1.47385, -4.07601, 2.81711], [3.66422, -0.66012, 1.70781], [4.98844, -0.90470, 1.69691], [5.29440, -1.44114, 0.47017], [4.07478, -1.51007, -0.20948], [3.09165, -1.03026, 0.54778], [3.09997, -0.34424, 2.47464], [5.60320, -0.69054, 2.55640], [6.26152, -1.75649, 0.11866], [3.86283, -1.89143, -1.19342], [2.25886, -5.73625, 3.64500], [2.14971, -5.43916, 2.53782], [1.87262, -5.00042, 1.20274], [1.28613, -5.97650, 0.28303], [0.87825, -5.37780, -1.06990], [0.73338, -3.82720, -1.01519], [1.54392, -3.02228, -0.17225], [2.00874, -3.67624, 0.92559], [1.87970, -6.88441, 0.21958], [1.34135, -5.78178, -1.96470], [0.72104, -3.37447, -2.00300], [2.55598, -3.07251, 1.63901]],
  "mulliken_charge": [-0.12, -0.76, 0.37, -0.04, -1.09, -1.00, 1.13, 1.46, 1.06, -0.01, -1.02, -0.70, -0.86, -0.87, 0.72, -0.88, -0.62, -0.99, -0.80, 0.31, -1.25, 1.20, -0.53, -0.52, -0.88, -0.82, 0.09, 1.80, -0.35, -0.97, -0.73, -0.78, -1.05, 0.38, 0.32, 0.35, 0.41, -0.16, 0.40, 0.74, 0.34, 0.63, 0.47, 0.48, 0.47, 0.51, 0.44, 0.32, 0.50, 0.45, 0.48, 0.23, 0.24, 0.46, 0.43, 0.50, 0.34, 0.28, 0.50, 0.45, 0.51, 0.43, -0.15, 0.33, -0.52, -0.31, -0.55, -0.79, -0.32, 0.55, 0.48, 0.62, 0.48, 0.51, -0.34, -0.27, -1.20, -0.58, 0.94, 0.16, 0.53, 0.50, 0.56, -0.49, -0.37, -0.12, -0.15, -0.52, -1.01, -0.03, -0.09, 0.82, 0.52, 0.79, 0.60]
}

---

Record 2
{
  "formula": "C3H8N2O2",
  "method": "the ωB97M-V functional and the def2-TZVPD basis",
  "e_lumo_ev": 0.755,
  "smiles": "[H]/N=C(O)/N=C/C.O",
  "e_homo_ev": -10.1,
  "charge": 0,
  "energy_ev": -10315.817,
  "gap_ev": 10.86,
  "elements": ["H", "N", "C", "O", "N", "C", "C", "H", "H", "H", "H", "H", "O", "H", "H"],
  "positions_angstrom": [[1.23557, -2.71323, -0.22615], [0.92490, -1.74849, -0.19918], [-0.25908, -1.59934, 0.21755], [-1.06477, -2.61756, 0.58364], [-0.78727, -0.34885, 0.44735], [-0.63555, 0.62300, -0.34770], [-1.06699, 1.98810, 0.01227], [-1.89633, -2.26839, 0.93051], [-0.18822, 0.49681, -1.33623], [-0.18052, 2.62141, -0.00007], [-1.75793, 2.37747, -0.73236], [-1.51905, 2.01013, 0.99940], [2.29352, 0.71204, -0.31214], [3.00136, 0.64514, 0.33027], [1.90038, -0.17826, -0.36716]],
  "mulliken_charge": [0.20, -0.64, 0.72, -0.49, -0.54, 0.10, -1.07, 0.34, 0.49, 0.26, 0.30, 0.30, -0.67, 0.29, 0.41]
}

---

Record 3
{
  "formula": "C48H45CuN3O3P2S2Te",
  "method": "the ωB97M-V functional and the def2-TZVPD basis",
  "e_lumo_ev": 1.673,
  "e_homo_ev": -3.0,
  "charge": -1,
  "energy_ev": -153297.866,
  "gap_ev": 4.63,
  "elements": ["Cu", "Te", "C", "C", "C", "N", "C", "C", "C", "P", "C", "C", "C", "C", "C", "C", "C", "C", "C", "C", "C", "C", "P", "C", "C", "C", "C", "C", "C", "C", "C", "C", "C", "C", "C", "H", "H", "H", "H", "H", "H", "H", "H", "H", "H", "H", "H", "H", "H", "H", "H", "H", "H", "H", "H", "H", "H", "H", "H", "S", "C", "N", "C", "C", "S", "H", "H", "H", "H", "H", "O", "N", "C", "C", "C", "C", "C", "H", "H", "H", "H", "H", "C", "C", "C", "C", "C", "C", "C", "C", "C", "C", "O", "O", "H", "H", "H", "H", "H", "H", "H", "H", "H", "H", "H"],
  "positions_angstrom": [[11.70278, 11.76664, 9.19933], [14.23627, 11.36974, 13.09401], [15.13585, 11.86822, 15.02180], [15.12665, 10.89353, 16.01114], [15.69620, 11.26800, 17.23471], [16.07874, 12.49852, 17.50446], [16.04004, 13.41486, 16.56585], [15.68570, 13.10374, 15.26407], [13.48120, 13.09972, 12.17306], [11.94458, 13.76759, 12.78714], [12.17471, 15.53995, 13.09010], [13.27124, 16.09462, 13.71671], [13.32536, 17.47606, 14.02864], [12.29690, 18.27847, 13.64317], [11.22028, 17.73169, 12.92726], [11.14896, 16.40499, 12.66102], [11.66484, 13.17730, 14.54076], [11.03492, 11.94620, 14.65962], [10.79683, 11.40585, 15.93354], [10.94173, 12.19750, 17.06057], [11.58704, 13.39658, 16.91780], [11.93647, 13.93150, 15.70090], [13.59116, 13.14319, 10.37530], [13.86406, 14.88255, 9.83371], [12.94429, 15.44190, 8.91561], [13.11979, 16.79255, 8.53015], [14.15358, 17.57233, 8.95656], [15.15042, 16.90796, 9.71430], [14.99864, 15.64780, 10.22782], [15.33509, 12.61346, 9.97759], [16.28945, 12.57499, 11.03190], [17.47357, 11.86331, 10.82839], [17.73471, 11.26935, 9.62394], [16.89059, 11.42893, 8.55375], [15.66959, 12.08356, 8.70595], [14.83212, 9.87690, 15.77863], [15.75824, 10.59855, 18.05441], [16.36866, 14.41206, 16.80359], [15.88127, 13.80663, 14.44266], [14.09128, 15.40456, 13.97877], [14.13269, 17.86245, 14.63255], [12.23395, 19.33318, 13.89402], [10.41431, 18.35709, 12.60139], [10.33353, 15.95068, 12.03755], [10.58485, 11.42823, 13.80956], [10.30655, 10.42277, 16.01482], [10.62081, 11.85480, 18.02951], [11.75695, 13.98788, 17.80068], [12.24646, 14.98789, 15.64564], [12.13830, 14.87212, 8.47968], [12.36231, 17.15525, 7.82241], [14.36117, 18.55346, 8.62927], [16.11857, 17.36483, 9.83970], [15.81090, 15.15645, 10.78875], [16.06956, 13.08386, 11.94804], [18.21235, 11.81720, 11.62552], [18.58395, 10.63352, 9.46212], [17.16546, 11.05940, 7.53071], [15.03847, 12.16199, 7.82394], [12.46329, 11.25744, 7.25688], [11.77346, 9.71338, 7.21308], [10.54852, 9.39447, 6.70053], [10.42332, 8.01277, 6.26720], [11.50488, 7.22964, 7.04288], [12.76445, 8.35102, 7.64157], [9.92659, 10.16541, 6.49380], [10.56435, 7.89442, 5.15100], [9.46286, 7.57475, 6.56933], [11.94003, 6.53638, 6.32568], [11.10199, 6.67882, 7.85403], [11.18203, 10.93082, 10.77583], [10.25565, 9.98346, 10.76201], [8.96296, 10.30152, 10.51946], [7.96359, 9.37330, 10.74905], [8.33709, 8.09043, 11.16689], [9.65276, 7.81832, 11.38508], [10.62792, 8.75899, 11.13727], [8.77206, 11.29441, 10.10655], [6.91469, 9.51157, 10.51434], [7.58374, 7.30600, 11.27699], [9.97259, 6.81727, 11.68340], [11.69910, 8.53598, 11.19646], [7.01137, 18.70275, 8.49423], [7.77869, 17.40032, 8.67074], [7.40107, 16.57710, 9.70784], [7.82740, 15.24517, 9.74358], [7.36195, 14.41788, 10.89338], [8.70159, 14.81271, 8.72323], [9.19761, 15.71490, 7.77999], [10.10943, 15.29291, 6.65389], [8.71153, 17.04745, 7.74396], [9.13656, 13.35061, 8.71022], [8.37809, 12.41883, 8.38524], [10.35610, 13.29379, 9.14632], [5.93300, 18.65992, 8.84532], [6.97188, 19.06097, 7.43397], [7.41518, 19.54756, 9.09036], [6.73597, 16.99115, 10.47898], [6.92803, 15.03092, 11.67542], [8.17097, 13.82945, 11.33060], [6.60167, 13.66822, 10.60015], [11.05745, 15.85414, 6.73956], [9.66702, 15.62418, 5.66344], [10.24917, 14.21004, 6.66756], [8.98563, 17.71290, 6.99592]],
  "mulliken_charge": [-0.62, 0.20, 0.48, -0.50, -0.47, -0.67, -0.45, 0.05, -1.28, 0.62, 0.43, 0.14, -0.60, -0.60, -0.33, -0.65, 0.05, -0.25, -0.40, -0.78, -0.36, -0.54, 0.43, 0.62, 0.68, 0.09, -1.23, -0.41, -0.52, 0.63, -0.47, -1.12, -0.54, -0.57, -0.68, 0.33, 0.41, 0.37, 0.15, 0.16, 0.44, 0.34, 0.47, 0.19, 0.22, 0.35, 0.39, 0.38, 0.27, -0.50, 0.16, 0.46, 0.36, 0.17, 1.03, 0.37, 0.38, 0.31, 0.31, -0.47, 0.24, -0.08, -0.68, -0.52, -0.07, 0.28, 0.30, 0.30, 0.37, 0.33, 0.51, 0.32, -0.14, -0.94, -0.15, -0.79, -0.15, 0.04, 0.46, 0.37, 0.39, 0.51, -1.44, 0.92, -1.06, 0.90, -1.43, 0.28, 1.55, -1.57, -1.27, -0.05, -0.78, 1.14, 0.34, 0.35, 0.26, 0.26, 0.41, 0.15, 0.33, 0.23, 0.52, 0.10, 0.55]
}